141
Properties=species:S:1:pos:R:3:forces:R:3:mulliken_charge:R:1 method="wB97M-V/def2-TZVPD" e_lumo_ev=-0.35 total_energy_ha=-3254.47243 homo_lumo_gap_ev=8.825 smiles="CCCCCCCCCCCCN(CC(=O)O)S(=O)(=O)F.COCCOCCOC.COCCOCCOC.COCCOCCOC.COCCOCCOC" spin_multiplicity=1
C 3.19916 -4.48218 1.11235 0.2 0.0 -0.3 -0.783
C 4.25201 -3.74070 0.14193 -1.8 -0.4 -0.2 -0.615
C 3.43722 -3.35366 -1.20814 1.4 0.2 -0.3 0.129
C 4.33321 -2.36495 -2.11330 -0.3 0.5 -0.5 -0.916
C 3.61825 -0.93063 -2.37687 0.4 -0.9 0.2 -0.381
C 3.59723 -0.00502 -1.07194 -1.0 0.2 -0.3 -0.277
C 2.55635 1.23358 -1.27625 0.4 -1.3 0.1 -0.870
C 1.72394 1.50515 0.06378 0.2 1.4 -0.6 0.043
C 0.37805 0.64784 0.21450 1.1 0.1 0.9 -0.627
C 0.47137 -0.86261 -0.30594 -2.2 0.2 0.3 1.507
C -1.06536 -1.35009 -0.57678 0.2 0.8 -0.7 -0.497
C -1.09451 -2.09084 -1.99264 1.6 -0.1 0.8 -1.302
N -2.36000 -2.85268 -2.24537 1.2 -0.6 0.3 0.241
C -2.56834 -3.17165 -3.68395 -0.5 -1.3 -1.5 -0.659
C -1.25254 -3.69062 -4.44788 2.1 1.9 -2.9 0.572
O -0.69226 -2.91628 -5.26953 -2.1 -2.5 3.2 -0.548
O -0.70228 -4.99617 -4.28239 -0.8 2.5 1.1 -0.442
S -2.50809 -4.23643 -1.22898 -5.6 -5.6 0.3 1.126
O -3.78319 -4.13556 -0.42997 4.5 1.1 -1.5 -0.602
O -2.57482 -5.53127 -2.01338 1.6 4.2 1.8 -0.579
F -1.23106 -4.41320 -0.15577 -1.6 1.1 -2.0 -0.199
H 3.03464 -5.53603 0.69699 0.1 1.4 0.7 0.286
H 2.18765 -3.92972 1.10626 1.5 -0.8 0.0 0.084
H 3.55481 -4.56442 2.19052 -0.4 0.1 -1.4 0.234
H 4.66979 -2.80329 0.64003 -0.4 -1.3 -0.8 0.323
H 5.06160 -4.49637 -0.13376 -0.8 1.3 0.4 0.332
H 2.43381 -2.84380 -0.97013 1.5 -1.0 -0.3 -0.340
H 3.29824 -4.31936 -1.82266 -0.2 1.4 1.1 0.496
H 5.35368 -2.24324 -1.60868 -1.4 0.0 -0.8 0.368
H 4.50583 -2.80756 -3.15878 -0.1 0.4 1.6 0.293
H 2.56336 -1.19895 -2.76743 1.4 0.6 0.8 0.060
H 4.12968 -0.39710 -3.26381 -0.7 -0.7 1.5 0.379
H 4.65390 0.37492 -0.87288 -1.4 -0.5 -0.2 0.503
H 3.22592 -0.55614 -0.12702 0.8 0.5 -1.6 -0.027
H 1.83633 0.87722 -2.10616 1.1 1.0 1.1 0.282
H 3.18045 2.11812 -1.63297 -1.2 -0.9 0.5 0.456
H 2.43446 1.43559 0.96039 -1.1 -0.1 -1.2 0.000
H 1.39698 2.61164 0.02147 0.5 -1.7 0.2 0.002
H -0.47136 1.26080 -0.23866 1.1 -1.1 0.2 0.133
H 0.15472 0.59466 1.34738 0.2 0.1 -1.7 0.138
H 0.86852 -1.53646 0.53164 -0.1 1.0 -1.5 -0.031
H 1.00884 -0.99816 -1.29825 -0.3 0.3 1.5 -1.063
H -1.45234 -1.96540 0.29755 0.4 0.6 -1.3 0.521
H -1.74635 -0.42430 -0.67287 1.0 -1.5 0.2 0.169
H -0.87294 -1.37132 -2.86536 -0.8 -1.0 1.4 0.544
H -0.20697 -2.83536 -2.00180 -1.2 1.1 -0.1 0.370
H -3.38711 -3.95883 -3.86128 1.2 1.1 0.7 0.442
H -2.94316 -2.22856 -4.22877 1.0 -1.3 1.0 0.327
H 0.22754 -4.82815 -3.99411 -0.7 -0.3 -0.7 0.365
C -3.39066 -2.96239 -8.15222 -0.3 -0.1 0.0 -0.725
O -4.72542 -2.61098 -7.82945 0.3 0.3 -0.1 -0.339
C -4.82416 -1.78641 -6.67636 -0.4 -0.1 -0.4 -0.323
C -5.89500 -0.71372 -6.86074 0.1 0.1 0.2 -0.420
O -5.54892 0.32707 -7.77382 0.0 -0.3 -0.1 -0.491
C -5.45782 -0.02533 -9.15633 -0.1 0.2 -0.1 -0.264
C -6.79294 -0.37069 -9.81488 0.4 -0.4 0.1 -0.539
O -7.27670 -1.62715 -9.35559 -0.2 0.3 0.3 -0.272
C -8.67777 -1.64849 -9.16290 0.2 -0.3 0.0 -0.816
H -3.02854 -3.73737 -7.47114 0.2 0.0 0.0 0.260
H -3.38105 -3.35102 -9.17238 -0.1 -0.1 0.1 0.256
H -2.73068 -2.08912 -8.11941 0.0 0.0 0.1 0.356
H -3.86885 -1.29989 -6.45854 0.1 0.1 -0.1 0.316
H -5.08975 -2.43114 -5.83234 -0.1 0.1 0.3 0.363
H -6.02940 -0.21618 -5.89378 0.1 0.0 -0.1 0.418
H -6.86253 -1.14888 -7.11044 0.1 -0.2 -0.1 0.101
H -4.71721 -0.80875 -9.31144 -0.2 -0.2 0.0 0.061
H -5.06645 0.86612 -9.65610 -0.1 0.0 0.1 0.418
H -6.64837 -0.45232 -10.89767 0.1 0.3 -0.1 0.391
H -7.50948 0.43216 -9.61414 0.0 0.0 0.1 0.346
H -9.02384 -0.75767 -8.62767 0.0 0.0 -0.1 0.372
H -8.92179 -2.51954 -8.54893 0.1 0.0 -0.1 0.233
H -9.19280 -1.73774 -10.12337 -0.2 0.1 0.0 0.318
C 5.89707 2.20964 5.12048 -0.2 0.2 0.2 -0.807
O 4.91267 3.22020 5.24812 0.0 -0.4 -0.3 -0.281
C 4.70680 3.95751 4.04932 -0.4 0.0 0.4 -0.691
C 3.22599 4.26808 3.84590 0.1 0.1 -0.2 -0.365
O 2.42273 3.14418 3.48467 0.1 0.0 0.3 -0.251
C 2.22730 2.14242 4.48460 -0.3 0.0 0.0 -0.264
C 1.36146 2.58399 5.66622 0.6 -0.1 0.0 -0.592
O 2.06315 3.50746 6.48928 -0.3 0.3 -0.3 -0.275
C 1.24355 4.55004 6.98149 0.3 -0.1 0.1 -0.820
H 6.89659 2.65261 5.12902 0.1 -0.1 -0.1 0.319
H 5.79915 1.53315 5.97189 0.0 0.1 0.0 0.215
H 5.74869 1.62340 4.20719 0.1 0.0 0.0 0.371
H 5.07593 3.40524 3.18088 0.0 -0.1 0.0 0.339
H 5.26966 4.89154 4.13536 0.0 0.2 -0.2 0.433
H 3.14996 4.96054 3.00014 0.0 -0.2 0.0 0.396
H 2.80275 4.79370 4.70177 0.2 -0.1 0.2 0.189
H 3.17962 1.72802 4.81342 0.0 0.2 0.2 0.129
H 1.70154 1.32707 3.97688 -0.1 0.1 0.0 0.343
H 1.12293 1.71117 6.28421 -0.2 -0.2 -0.2 0.328
H 0.42853 3.01275 5.28617 0.0 0.1 0.0 0.384
H 0.60986 4.96997 6.19284 -0.1 -0.1 0.0 0.347
H 1.89463 5.34980 7.34431 0.0 -0.2 0.0 0.246
H 0.62849 4.19126 7.81133 -0.2 0.1 0.0 0.323
C -1.20123 6.86010 -3.44679 0.2 -0.1 0.2 -0.839
O -0.90376 6.72967 -2.06816 -0.4 0.0 -0.2 -0.240
C -1.39001 7.81259 -1.28430 0.1 -0.5 0.2 -0.568
C -1.93603 7.31819 0.05307 0.0 0.2 0.0 -0.160
O -3.17341 6.61078 -0.02950 0.3 -0.2 -0.1 -0.469
C -3.14700 5.32748 -0.65782 -0.1 -0.1 0.2 -0.382
C -2.40427 4.24837 0.12918 0.2 0.3 -0.5 -0.523
O -1.00019 4.47480 0.10204 -0.2 0.2 0.4 -0.184
C -0.36483 4.18650 1.33318 0.1 0.1 -0.2 -0.986
H -0.53662 7.59511 -3.90884 -0.1 0.1 -0.2 0.319
H -1.04322 5.88885 -3.91986 0.1 0.1 0.1 0.232
H -2.24785 7.14293 -3.60245 0.0 0.1 0.0 0.381
H -2.17983 8.35454 -1.81127 -0.1 0.0 0.0 0.352
H -0.55332 8.49540 -1.10968 -0.1 0.2 0.2 0.389
H -2.14927 8.20116 0.66556 -0.1 0.0 -0.1 0.430
H -1.19189 6.74370 0.60475 0.1 -0.1 -0.2 -0.037
H -2.78353 5.40164 -1.68196 0.3 -0.1 0.1 0.115
H -4.19473 5.01925 -0.72871 0.0 0.1 0.2 0.427
H -2.58729 3.27394 -0.33747 -0.3 -0.1 0.0 0.254
H -2.78667 4.22584 1.15464 0.1 0.0 0.0 0.378
H -0.91921 4.60592 2.17996 -0.1 -0.1 0.0 0.613
H 0.62419 4.65219 1.32198 -0.1 -0.1 -0.1 0.247
H -0.24504 3.10708 1.45495 0.0 0.0 0.3 0.246
C 2.29573 -1.25445 8.39277 -0.2 -0.3 0.0 -0.732
O 1.54680 -2.16253 7.60457 0.4 0.2 -0.1 -0.342
C 1.36535 -1.72369 6.26443 -0.1 -0.5 0.2 -0.223
C 1.47984 -2.89156 5.28713 0.0 0.2 -0.2 -0.371
O 2.80251 -3.40019 5.11311 -0.1 0.0 0.3 -0.427
C 3.38675 -4.08432 6.22404 0.1 -0.2 -0.1 -0.297
C 2.74485 -5.43218 6.55083 0.0 0.5 0.3 -0.540
O 1.45548 -5.25556 7.12484 -0.1 -0.1 -0.5 -0.284
C 0.51253 -6.21297 6.68278 -0.1 0.2 0.2 -0.807
H 1.67637 -0.39844 8.67426 0.1 0.2 0.0 0.301
H 2.61574 -1.77613 9.29687 -0.1 0.0 -0.1 0.258
H 3.19384 -0.91658 7.86444 0.0 0.1 0.0 0.319
H 2.10461 -0.96342 5.99645 0.1 0.0 0.0 0.082
H 0.36713 -1.28079 6.19515 -0.1 0.1 -0.3 0.423
H 1.18063 -2.52206 4.29978 0.2 0.0 0.0 0.421
H 0.78127 -3.69165 5.53154 0.0 0.1 0.3 0.084
H 3.43472 -3.43774 7.09928 -0.2 -0.1 0.1 0.054
H 4.42358 -4.27714 5.93140 -0.1 0.0 -0.1 0.430
H 3.36269 -5.95406 7.28973 0.2 -0.1 -0.1 0.407
H 2.69829 -6.03693 5.63952 -0.1 0.0 0.0 0.326
H 0.55788 -6.35074 5.59711 0.1 -0.1 0.0 0.363
H -0.48635 -5.84266 6.92827 0.2 0.0 0.1 0.235
H 0.67096 -7.16703 7.19303 -0.1 -0.1 -0.1 0.319